This record from the OMol25 dataset describes a 2-piece molecular cluster, FHN4 overall in a non-equilibrium geometry. The level of theory is ωB97M-V/def2-TZVPD.

Results
Largest force on an atom (hartree/bohr): 0.071
E (eV): -8692.1778
ΔE to the lowest compared entry with this formula, charge and spin (eV): 0.000
Gap between HOMO and LUMO (eV): 11.81
Molar mass (g mol⁻¹): 76.03

Last column: Mulliken charge in e.
Geometry (Å):
H -0.619 -0.352 -0.286  0.291
N 0.022 0.433 -0.458  -0.135
N -0.059 1.554 -0.265  0.190
F -1.461 1.897 0.289  -0.350
N 3.475 0.705 -0.339  0.017
N 3.008 0.468 0.629  -0.014

This record from the OMol25 dataset describes a 2-piece molecular cluster, FHN4 overall in a non-equilibrium geometry. The level of theory is ωB97M-V/def2-TZVPD.

Results
Largest force on an atom (hartree/bohr): 0.172
E (eV): -8690.9947
ΔE to the lowest compared entry with this formula, charge and spin (eV): 1.183
Gap between HOMO and LUMO (eV): 11.55
Molar mass (g mol⁻¹): 76.03

Last column: Mulliken charge in e.
Geometry (Å):
H -1.693 1.497 0.810  0.224
N -1.427 0.585 0.106  -0.355
N -0.302 0.495 -0.083  0.237
F 0.712 1.171 0.360  -0.108
N 1.878 -1.817 -0.504  -0.012
N 0.831 -1.932 -0.689  0.014

This record from the OMol25 dataset describes FLi5 as an isolated structure in a non-equilibrium geometry. The level of theory is ωB97M-V/def2-TZVPD.

Results
Largest force on an atom (hartree/bohr): 0.037
E (eV): -3697.4815
Net charge: +4
ΔE to the lowest compared entry with this formula, charge and spin (eV): 4.343
Gap between HOMO and LUMO (eV): 13.43
Molar mass (g mol⁻¹): 53.70

Last column: Mulliken charge in e.
Geometry (Å):
Li 1.510 -0.350 -1.694  0.994
Li -2.602 1.276 -1.188  1.006
Li 2.001 1.163 0.977  0.996
Li 1.061 -1.490 1.189  0.988
Li -2.121 -0.789 0.711  0.994
F 0.151 0.190 0.004  -0.979

This record from the OMol25 dataset describes a 3-piece molecular cluster, FN2O3S overall in a non-equilibrium geometry. The level of theory is ωB97M-V/def2-TZVPD.

Results
Largest force on an atom (hartree/bohr): 0.066
E (eV): -22669.8730
Net charge: -1
ΔE to the lowest compared entry with this formula, charge and spin (eV): 1.635
Gap between HOMO and LUMO (spin up / spin down) (eV): 4.25 / 4.25
Molar mass (g mol⁻¹): 127.08

Last column: Mulliken charge in e.
Geometry (Å):
N 0.925 1.871 -0.272  0.582
N -1.252 -2.200 0.731  0.080
O 0.821 2.685 0.598  -0.378
O -0.452 -2.890 1.354  -0.487
O -2.068 -2.627 -0.079  -0.486
F 1.439 2.740 -1.705  -0.487
S 0.587 0.420 -0.627  0.176

This record from the OMol25 dataset describes a 2-piece molecular cluster, FNO2 overall in a non-equilibrium geometry. The level of theory is ωB97M-V/def2-TZVPD.

Results
Largest force on an atom (hartree/bohr): 0.073
E (eV): -8295.7838
ΔE to the lowest compared entry with this formula, charge and spin (eV): 2.301
Gap between HOMO and LUMO (spin up / spin down) (eV): 10.52 / 6.83
Molar mass (g mol⁻¹): 65.00

Last column: Mulliken charge in e.
Geometry (Å):
N -0.285 -0.236 0.337  1.034
O 0.196 0.442 1.111  -0.277
O -0.917 -1.112 -0.014  -0.330
F 1.005 0.906 -1.434  -0.427

This record from the OMol25 dataset describes one molecule with the formula FNO3 in a non-equilibrium geometry. The level of theory is ωB97M-V/def2-TZVPD.

Results
Largest force on an atom (hartree/bohr): 0.067
E (eV): -10342.0658
ΔE to the lowest compared entry with this formula, charge and spin (eV): 0.260
Gap between HOMO and LUMO (eV): 11.56
Molar mass (g mol⁻¹): 81.00

Last column: Mulliken charge in e.
Geometry (Å):
O 0.548 1.255 -0.016  -0.475
N 0.576 0.094 0.000  1.150
O 1.429 -0.716 0.040  -0.477
O -0.609 -0.663 -0.063  -0.059
F -1.944 0.030 0.039  -0.139

This record from the OMol25 dataset describes FNO4P as an isolated structure in a non-equilibrium geometry. The level of theory is ωB97M-V/def2-TZVPD.

Results
Largest force on an atom (hartree/bohr): 0.039
E (eV): -21686.0876
Net charge: -1
ΔE to the lowest compared entry with this formula, charge and spin (eV): 3.384
Gap between HOMO and LUMO (eV): 9.49
Molar mass (g mol⁻¹): 127.98

Last column: Mulliken charge in e.
Geometry (Å):
N -1.281 -0.593 -0.114  0.319
O 1.988 -0.852 0.096  -0.665
O 0.956 1.496 0.419  -0.648
O -0.105 0.052 -1.300  -0.455
O -0.537 -0.820 0.888  -0.375
F -1.902 0.614 0.082  -0.150
P 0.881 0.102 -0.070  0.974

This record from the OMol25 dataset describes a 2-piece molecular cluster, FNO4S overall in a non-equilibrium geometry. The level of theory is ωB97M-V/def2-TZVPD.

Results
Largest force on an atom (hartree/bohr): 0.061
E (eV): -23228.1290
ΔE to the lowest compared entry with this formula, charge and spin (eV): 1.097
Gap between HOMO and LUMO (spin up / spin down) (eV): 8.43 / 4.85
Molar mass (g mol⁻¹): 129.07

Last column: Mulliken charge in e.
Geometry (Å):
N 1.280 2.129 -1.437  0.456
O -0.544 -2.068 0.152  -0.508
O 1.777 1.402 -2.114  0.063
O -0.013 0.194 -0.293  -0.433
O -1.968 -0.240 1.142  -0.519
F 0.221 -0.695 1.927  -0.281
S -0.753 -0.723 0.623  1.223